Entry 1:
The following is a quantum chemistry calculation of one molecule with the formula C4H7N3, from the OMol25 dataset.

```
14
Properties=species:S:1:pos:R:3:forces:R:3
N -2.517 -0.556 0.106 -0.1 0.0 -0.1
C -1.311 0.143 0.021 0.1 0.1 0.0
C -0.102 -0.677 0.111 0.1 0.1 0.1
C 1.048 0.016 0.182 0.0 0.1 0.0
N 2.481 -0.331 0.133 0.3 -0.4 0.0
C 1.859 1.096 0.236 -0.1 0.0 -0.1
N -1.201 1.420 -0.074 -0.2 -0.2 0.0
H -3.318 -0.053 -0.252 0.1 -0.1 0.1
H -2.491 -1.515 -0.211 0.0 0.1 0.1
H -0.135 -1.759 0.182 0.0 0.2 0.0
H 2.800 -0.770 -0.729 -0.1 0.2 0.1
H 2.960 -0.668 0.962 -0.1 0.1 -0.1
H 2.042 1.787 -0.578 0.1 -0.1 0.1
H -2.117 1.868 -0.090 0.1 0.0 0.0
```
Forces are in eV/Å.

Computed properties:
HOMO energy: -7.3 eV
charge: 0
F_max: 0.49 eV Å⁻¹
Kohn-Sham gap: 7.97 eV

Results of the natural (NBO) charge analysis, in e, for atoms 1 through 2:
1. N -0.83
2. C 0.43


Entry 2:
The following is a quantum chemistry calculation of an isolated ion of composition C9H21N2O2 and charge +1, from the OMol25 dataset.

```
34
Properties=species:S:1:pos:R:3:forces:R:3
C -2.277 -2.201 -0.175 0.1 -0.5 -0.3
C -1.246 -2.416 -1.284 -0.5 0.6 -0.3
C -0.148 -1.373 -1.299 0.0 -0.2 0.4
C -0.706 0.045 -1.441 0.6 -0.8 0.5
C 0.473 1.001 -1.542 -0.6 0.3 -0.7
N 0.309 2.334 -0.802 0.3 -0.6 -0.5
N -1.025 2.805 -0.687 0.0 0.8 0.3
C 1.026 2.378 0.505 -0.6 0.4 0.6
C 0.597 1.313 1.511 0.9 -0.4 0.4
O 1.789 0.956 2.228 -0.8 0.7 0.2
C 2.205 -0.318 1.945 -3.2 -0.8 2.6
C 1.410 -1.480 2.514 -0.5 1.2 -0.2
O 3.146 -0.502 1.325 4.6 -0.4 -3.1
H -1.842 -1.896 0.774 0.1 0.1 0.1
H -3.045 -1.505 -0.485 -0.1 0.4 0.1
H -2.785 -3.142 -0.011 -0.2 -0.2 0.2
H -0.855 -3.421 -1.265 0.3 -0.3 0.1
H -1.779 -2.315 -2.227 -0.1 -0.2 -0.3
H 0.394 -1.433 -0.355 0.2 0.1 0.2
H 0.593 -1.583 -2.062 0.1 0.0 -0.4
H -1.348 0.069 -2.313 -0.1 0.3 -0.2
H -1.332 0.204 -0.570 -0.1 0.3 0.1
H 1.419 0.551 -1.275 0.2 0.0 0.5
H 0.568 1.281 -2.585 0.1 0.2 -0.2
H 0.776 3.020 -1.393 0.0 0.1 0.1
H -1.519 2.333 0.058 0.0 -0.2 -0.2
H -1.508 2.755 -1.575 0.0 -0.2 0.0
H 0.825 3.353 0.929 0.0 0.3 -0.1
H 2.089 2.323 0.339 0.3 -0.3 -0.3
H 0.196 0.409 1.057 -0.3 0.1 -0.3
H -0.102 1.690 2.243 -0.3 0.2 0.0
H 1.904 -1.868 3.393 0.2 0.0 0.2
H 0.421 -1.125 2.776 -0.3 -0.3 0.2
H 1.378 -2.240 1.748 -0.1 -0.3 -0.1
```
Forces are in eV/Å.

Computed properties:
HOMO energy: -13.7 eV
charge: +1
F_max: 5.51 eV Å⁻¹
SMILES: CCCCC[N@@H+](N)CCOC(C)=O
Kohn-Sham gap: 10.64 eV

Results of the natural (NBO) charge analysis, in e, for atoms 1 through 2:
1. C -0.62
2. C -0.40


Entry 3:
The following is a quantum chemistry calculation of a 2-piece molecular cluster, C2BrClFN overall, from the OMol25 dataset.

```
6
Properties=species:S:1:pos:R:3:forces:R:3
C -0.933 0.364 -0.206 1.4 -1.6 0.2
C -0.069 -0.697 0.041 1.6 2.2 -1.4
N -1.645 1.201 -0.509 -1.4 1.7 -0.4
F -0.484 -1.704 0.685 -0.8 -2.3 1.4
Cl 1.606 -0.644 -0.342 -0.8 0.0 0.2
Br 5.300 0.524 0.254 0.0 0.0 0.0
```
Forces are in eV/Å.

Computed properties:
HOMO energy (spin up / spin down): -11.7 / -9.1 eV
charge: 0
F_max: 3.01 eV Å⁻¹
Kohn-Sham gap (spin up / spin down): 10.44 / 5.12 eV

Results of the natural (NBO) charge analysis, in e, for atoms 1 through 2:
1. C 0.11
2. C 0.30


Entry 4:
The following is a quantum chemistry calculation of C21H21BBaN12O6 as an isolated structure, from the OMol25 dataset.

```
62
Properties=species:S:1:pos:R:3:forces:R:3
Ba -0.129 0.972 -1.677 0.2 -1.1 1.0
O -2.266 0.968 -0.028 0.1 -0.3 0.0
C -2.755 2.083 0.662 0.0 0.2 0.4
C -1.658 2.909 1.350 0.2 0.5 0.1
N -0.811 3.741 0.474 0.3 -0.6 -0.3
C -1.395 4.638 -0.355 0.0 0.5 0.6
C -2.121 3.956 -1.924 -0.4 0.5 -0.3
O -3.003 4.687 -2.270 0.1 0.1 0.2
O -1.539 2.947 -2.226 -0.3 0.2 -0.4
C 0.656 3.831 0.705 -0.7 0.3 0.3
C 1.541 3.837 -0.577 -0.1 -0.4 -0.2
O 2.267 4.800 -0.764 0.0 0.2 0.2
O 1.421 2.783 -1.277 0.5 0.8 0.4
H -1.889 0.288 0.586 -0.1 0.1 0.0
H -3.482 1.767 1.423 0.2 0.1 0.1
H -3.315 2.707 -0.038 0.1 -0.1 -0.1
H -0.991 2.249 1.903 -0.1 -0.1 0.0
H -2.128 3.600 2.068 -0.1 -0.2 0.0
H -0.680 5.355 -0.751 -0.1 0.0 -0.1
H -2.318 5.076 0.032 0.0 -0.1 -0.2
H 0.937 2.990 1.339 0.1 0.0 -0.1
H 0.807 4.775 1.239 0.2 -0.2 0.0
C -0.621 -1.166 4.210 0.2 -0.2 -0.1
C -1.250 -0.330 3.289 -0.1 0.2 -0.2
N -0.887 -0.614 2.044 -0.1 0.2 -0.4
N -0.027 -1.645 2.129 -0.2 0.0 0.0
C 0.149 -1.989 3.416 0.1 0.0 0.2
B 0.760 -2.298 0.959 0.3 -0.1 -0.2
N -0.051 -2.508 -0.345 -0.1 0.3 0.1
C -0.005 -3.605 -1.129 0.3 -0.1 0.4
C -0.837 -3.422 -2.196 -0.2 0.0 -0.4
C -1.377 -2.145 -2.000 0.1 -0.1 0.4
N -0.907 -1.609 -0.881 0.1 0.2 0.2
N 2.051 -1.428 0.717 -0.4 0.2 -0.3
C 3.305 -1.459 1.202 0.2 -0.3 0.3
C 4.028 -0.425 0.651 -0.1 0.1 0.2
C 3.098 0.248 -0.145 -0.1 0.0 0.0
N 1.918 -0.348 -0.088 -0.3 -0.2 -0.3
N 1.128 -3.728 1.428 -0.2 -0.1 0.3
C 2.285 -4.385 1.657 0.4 0.0 -0.2
C 1.997 -5.607 2.215 0.1 0.1 -0.1
C 0.597 -5.613 2.295 -0.1 -0.1 -0.1
N 0.083 -4.497 1.821 -0.1 0.2 0.0
H -0.721 -1.184 5.279 0.0 0.0 0.1
H -1.965 0.458 3.464 0.0 0.1 0.0
H 0.799 -2.806 3.668 0.0 -0.1 0.1
H 0.618 -4.433 -0.845 0.0 -0.2 -0.1
H -1.031 -4.099 -3.008 0.0 -0.1 0.0
H -2.080 -1.594 -2.602 -0.1 0.0 -0.1
H 3.607 -2.182 1.940 0.0 0.1 -0.1
H 5.059 -0.179 0.818 0.1 0.0 0.1
H 3.207 1.127 -0.756 0.1 0.1 0.0
H 3.232 -3.982 1.346 0.0 0.0 0.0
H 2.699 -6.374 2.489 0.0 -0.1 0.0
H -0.068 -6.378 2.660 0.0 -0.1 0.0
O 0.563 0.180 -3.816 0.5 -0.2 -1.3
N 0.482 1.205 -4.595 0.1 -0.6 0.1
C -0.709 1.411 -5.106 0.3 0.5 -0.3
C -1.808 0.530 -4.873 -0.1 0.2 0.0
N -2.705 -0.161 -4.672 -0.1 -0.1 0.1
C -0.832 2.573 -5.934 -0.3 -0.2 0.0
N -0.935 3.504 -6.601 0.0 0.0 -0.1
```
Forces are in eV/Å.

Computed properties:
HOMO energy (spin up / spin down): -6.4 / -6.4 eV
charge: -1
F_max: 1.45 eV Å⁻¹
spin multiplicity: 2
Kohn-Sham gap (spin up / spin down): 8.59 / 6.51 eV

Results of the Mulliken charge analysis, in e, for atoms 1 through 2:
1. Ba 1.77
2. O -0.32


Entry 5:
The following is a quantum chemistry calculation of one molecule with the formula C19H17Cl2N3O4, from the OMol25 dataset.

```
45
Properties=species:S:1:pos:R:3:forces:R:3
C 1.208 4.867 0.136 0.1 0.2 0.0
H 0.605 5.500 0.792 0.0 0.0 0.0
H 2.262 5.014 0.365 -0.1 0.0 0.0
H 1.026 5.134 -0.908 0.0 0.0 0.0
O 0.961 3.496 0.371 -0.2 -0.3 0.0
C -0.297 2.999 0.184 -0.2 -0.2 0.0
C -1.355 3.788 -0.260 0.3 0.2 0.0
C -2.618 3.260 -0.452 0.0 -0.3 0.1
C -2.843 1.917 -0.198 0.3 0.2 0.0
C -1.808 1.119 0.247 0.0 0.1 0.0
C -0.530 1.636 0.444 -0.2 0.3 -0.1
C 0.473 0.630 0.904 0.3 0.0 0.1
O 0.185 -0.546 1.049 -0.1 0.1 0.1
N 1.732 1.069 1.141 0.4 0.2 0.2
H 1.982 2.040 1.024 -0.2 -0.2 0.0
N 2.778 0.217 1.515 -0.2 -0.1 0.2
H 2.528 -0.275 2.376 0.0 0.2 -0.2
C 3.119 -0.813 0.523 0.1 0.0 0.1
C 2.988 -0.376 -0.931 0.1 0.1 0.1
C 1.982 -1.333 -1.548 0.3 0.2 0.0
O 1.551 -1.306 -2.671 -0.1 0.0 -0.2
N 1.668 -2.284 -0.609 0.0 -0.5 -0.1
C 2.226 -2.057 0.629 0.5 0.2 -0.2
O 2.102 -2.759 1.595 0.0 -0.1 0.2
C 0.747 -3.378 -0.867 -0.1 0.0 0.0
C -0.656 -3.029 -0.443 0.0 -0.1 0.0
C -1.083 -3.299 0.850 -0.1 0.0 -0.1
C -2.366 -2.975 1.248 -0.1 0.0 0.0
C -3.226 -2.376 0.342 0.2 0.0 -0.1
C -2.811 -2.082 -0.947 -0.1 0.0 0.1
C -1.522 -2.407 -1.332 0.1 -0.1 0.1
H -1.185 -2.170 -2.330 0.0 0.0 -0.1
H -3.486 -1.602 -1.638 -0.1 0.0 0.0
Cl -4.841 -1.987 0.828 -0.2 -0.1 0.1
H -2.699 -3.182 2.253 -0.1 0.0 0.1
H -0.401 -3.752 1.553 0.1 -0.1 0.1
H 0.787 -3.578 -1.940 0.0 0.0 0.2
H 1.109 -4.241 -0.303 0.0 0.1 -0.1
H 2.631 0.648 -1.036 0.0 -0.1 0.0
H 3.929 -0.455 -1.477 -0.1 0.0 0.0
H 4.142 -1.115 0.776 -0.2 -0.1 -0.1
H -1.958 0.069 0.450 0.0 -0.1 0.0
Cl -4.411 1.246 -0.438 -0.2 0.0 -0.1
H -3.420 3.891 -0.799 -0.1 0.0 0.0
H -1.204 4.835 -0.466 0.0 0.1 0.0
```
Forces are in eV/Å.

Computed properties:
HOMO energy: -8.8 eV
charge: 0
F_max: 0.52 eV Å⁻¹
SMILES: COc1ccc(Cl)cc1C(=O)NN[C@@H]1CC(=O)N(Cc2ccc(Cl)cc2)C1=O
Kohn-Sham gap: 9.10 eV

Results of the natural (NBO) charge analysis, in e, for atoms 1 through 2:
1. C -0.25
2. H 0.19


Entry 6:
The following is a quantum chemistry calculation of C30H24FeN3O4 as an isolated structure, from the OMol25 dataset.

```
62
Properties=species:S:1:pos:R:3:forces:R:3
C 3.391 1.474 -2.860 -0.2 -0.4 0.6
O 2.952 0.293 -2.160 -0.4 -0.7 0.2
C 2.441 0.306 -0.876 0.1 1.2 -0.6
C 3.300 0.172 0.264 0.7 0.3 -0.6
C 2.764 0.780 1.513 0.9 2.2 0.5
C 1.473 0.107 1.750 -1.1 0.3 0.5
C 0.593 -0.023 0.673 -1.0 0.6 1.5
C 1.079 -0.007 -0.644 0.8 0.4 -1.7
Fe 2.158 -1.434 0.557 -0.7 -1.4 -0.2
C 3.262 -2.119 1.736 1.7 -2.5 1.5
O 3.973 -2.801 2.351 -1.3 1.9 -1.0
C 2.942 -2.400 -0.765 2.0 -2.5 -2.6
O 3.516 -3.152 -1.434 -1.3 1.7 1.5
C 0.948 -2.750 0.793 -1.7 -3.4 0.9
O 0.329 -3.722 0.941 1.2 2.5 -0.5
H 3.835 1.082 -3.776 0.0 0.2 0.1
H 2.541 2.121 -3.115 0.1 -0.1 0.1
H 4.143 2.028 -2.284 -0.2 -0.1 -0.1
H 4.376 0.078 0.116 -0.3 0.3 -0.1
H 3.460 0.729 2.367 -0.3 -0.3 -0.4
H 2.592 1.862 1.340 0.2 0.1 0.3
H 1.111 0.024 2.776 -0.1 -0.1 -0.3
H -0.465 -0.235 0.851 0.4 -0.2 -0.1
H 0.431 -0.251 -1.491 0.2 0.3 0.3
C 1.505 1.106 8.222 -0.2 0.2 -0.3
C 2.379 1.538 7.206 -0.4 -0.2 0.0
C 1.866 2.156 6.064 -0.4 0.1 0.4
C 0.498 2.448 6.031 0.9 -1.0 1.5
N -0.022 3.151 4.959 -0.8 0.4 -1.0
C 0.498 3.275 3.733 -2.7 1.5 1.1
N -0.425 4.054 3.091 0.8 -0.1 -0.9
C -0.538 4.162 1.692 0.0 -0.6 -0.2
C 0.610 3.963 0.938 0.1 0.3 -0.8
C 0.548 4.173 -0.445 -0.2 -0.2 0.4
C -0.679 4.491 -1.047 0.0 0.0 0.0
C -1.853 4.552 -0.287 0.4 -0.1 0.4
C -1.782 4.360 1.098 -0.4 0.5 -0.4
C -1.354 4.539 4.037 -1.1 2.3 -2.4
C -2.178 5.717 3.862 2.2 -3.3 0.9
C -3.283 5.896 4.719 -2.5 1.6 1.2
C -4.150 6.964 4.502 0.8 -2.6 1.5
C -3.900 7.886 3.474 -0.4 1.2 -0.8
C -2.735 7.781 2.703 1.6 -1.2 -0.4
C -1.855 6.723 2.919 -0.3 2.6 -2.3
N -1.184 3.881 5.161 1.5 -1.3 1.5
C -0.376 2.091 7.053 0.2 -0.4 0.2
C 0.124 1.357 8.131 0.4 0.2 -0.3
H 1.906 0.565 9.084 -0.1 0.2 -0.3
H 3.455 1.383 7.304 -0.4 -0.1 -0.1
H 2.471 2.466 5.212 0.1 -0.1 0.4
H 1.523 3.674 1.458 0.0 0.3 -0.3
H 1.460 4.111 -1.041 -0.3 -0.1 0.1
H -0.726 4.686 -2.120 0.1 -0.1 0.3
H -2.820 4.765 -0.748 0.4 -0.1 0.1
H -2.685 4.384 1.713 0.3 0.0 -0.2
H -3.430 5.167 5.517 -0.2 0.3 -0.2
H -5.032 7.072 5.131 0.2 0.0 -0.1
H -4.602 8.698 3.282 0.2 -0.2 0.1
H -2.515 8.512 1.924 0.0 -0.2 0.3
H -0.927 6.652 2.345 -0.4 0.2 0.3
H -1.423 2.371 6.955 0.3 -0.2 0.2
H -0.566 0.988 8.891 0.3 0.2 -0.1
```
Forces are in eV/Å.

Computed properties:
HOMO energy (spin up / spin down): -8.1 / -10.7 eV
charge: +1
F_max: 4.16 eV Å⁻¹
spin multiplicity: 5
Kohn-Sham gap (spin up / spin down): 4.54 / 3.63 eV

Results of the Mulliken charge analysis, in e, for atoms 1 through 2:
1. C -0.69
2. O -0.48